This record from the Open Molecules 2025 dataset describes a 3-piece molecular cluster, C2H12N2O2 overall. The level of theory is ωB97M-V/def2-TZVPD.

The geometry in ORCA input format:
```
! RIJCOSX wB97M-V def2-TZVPD def2/J DEFGRID3
* xyz 0 1
N 1.6898 -0.3731 0.8155
C 0.4772 0.4463 1.1541
C -0.7716 -0.3844 1.0529
N -1.0137 -0.7810 -0.3434
H 2.3855 -0.2149 1.5463
H 1.4283 -1.3542 0.8772
H 0.5946 0.8733 2.1475
H 0.4267 1.2375 0.3965
H -1.6227 0.1762 1.4359
H -0.6252 -1.2541 1.6951
H -1.5347 -1.6419 -0.3981
H -0.1469 -0.8791 -0.8592
H 3.5521 0.7128 -1.6470
H 2.2601 0.1781 -1.0480
O 2.7343 0.2725 -1.8959
H -2.7487 0.9770 -1.0595
H -3.9818 0.8075 -1.9339
O -3.1033 1.2015 -1.9361
*
```

For the LUMO energy, the calculation gives 0.72 eV. The structure (SMILES) is NCCN.O.O. As for the orbital gap: 10.3 eV. The energy above the lowest of the compared OMol25 structures with the same formula, charge and spin is 12.81 kcal/mol.

Charges per atom according to natural (NBO) partitioning, unit e:
1 N -0.8670
2 C -0.2321
3 C -0.2278
4 N -0.8533
5 H 0.3691
6 H 0.3593
7 H 0.1912
8 H 0.1955
9 H 0.1898
10 H 0.1617
11 H 0.3635
12 H 0.3706
13 H 0.4595
14 H 0.4882
15 O -0.9663
16 H 0.4769
17 H 0.4603
18 O -0.9392

This record from the Open Molecules 2025 dataset describes a 3-piece molecular cluster, C2H12N2O2 overall. The level of theory is ωB97M-V/def2-TZVPD.

The geometry in ORCA input format:
```
! RIJCOSX wB97M-V def2-TZVPD def2/J DEFGRID3
* xyz 1 2
C -0.7348 -1.4604 0.4128
C 0.3084 -0.4481 1.0041
N 0.0732 -0.2194 2.3898
N -0.7441 -1.3811 -0.9967
H -0.5638 -2.4711 0.7931
H -1.7425 -1.2100 0.7557
H 1.3105 -0.8724 0.9017
H 0.3447 0.4966 0.4450
H -0.6009 0.5222 2.5917
H 0.9381 -0.1118 2.9160
H -0.2009 -2.0327 -1.5422
H -1.6489 -1.4081 -1.4498
H 0.2532 2.4133 -0.9219
H 0.5209 3.8245 -0.3104
O 0.0371 3.0137 -0.1985
H 0.1612 0.0291 -2.1076
H 1.5942 0.5136 -2.3443
O 0.6944 0.8022 -2.3386
*
```

For the LUMO energy (spin up / spin down), the calculation gives -3.22 / -8.87 eV. As for the orbital gap (spin up / spin down): 11.2 / 5.5 eV. The energy above the lowest of the compared OMol25 structures with the same formula, charge and spin is 9.20 kcal/mol.

Charges per atom according to natural (NBO) partitioning, unit e:
1 C -0.2059
2 C -0.2918
3 N -0.3529
4 N -0.8028
5 H 0.2371
6 H 0.2263
7 H 0.2288
8 H 0.3222
9 H 0.4173
10 H 0.4179
11 H 0.3939
12 H 0.4080
13 H 0.4923
14 H 0.4862
15 O -0.9782
16 H 0.4801
17 H 0.4753
18 O -0.9536

This record from the Open Molecules 2025 dataset describes a 4-piece molecular cluster, C2H12N2O3 overall. The level of theory is ωB97M-V/def2-TZVPD.

The geometry in ORCA input format:
```
! RIJCOSX wB97M-V def2-TZVPD def2/J DEFGRID3
* xyz 0 1
C -1.5038 -0.4094 -0.5728
C -1.8023 0.7669 -0.0036
N -2.6261 1.7934 -0.5483
N -0.5380 -1.2684 0.0034
H -1.9075 -0.6530 -1.5484
H -1.2563 0.9576 0.9190
H -3.3391 1.3384 -1.1190
H -2.1307 2.3719 -1.2218
H -0.1927 -1.0270 0.9232
H -0.7676 -2.2451 -0.1061
H 0.8025 -0.2732 2.9086
H 1.4479 0.2607 1.6052
O 0.5686 0.0262 2.0245
H 1.9867 -1.0768 -2.1896
H 0.8052 -0.8180 -1.2655
O 1.7715 -0.6456 -1.3550
H 2.5426 0.2071 -0.1949
H 3.3923 0.0573 1.0759
O 2.7469 0.6370 0.6652
*
```

For the LUMO energy, the calculation gives 0.69 eV. The structure (SMILES) is N/C=C/N.O.O.O. As for the orbital gap: 8.4 eV. The energy above the lowest of the compared OMol25 structures with the same formula, charge and spin is 19.94 kcal/mol.

Charges per atom according to natural (NBO) partitioning, unit e:
1 C -0.0724
2 C -0.0989
3 N -0.8339
4 N -0.8791
5 H 0.1773
6 H 0.2009
7 H 0.3498
8 H 0.3580
9 H 0.4262
10 H 0.3655
11 H 0.4703
12 H 0.5037
13 O -0.9891
14 H 0.4779
15 H 0.5113
16 O -0.9861
17 H 0.5130
18 H 0.4674
19 O -0.9618

This record from the Open Molecules 2025 dataset describes a 4-piece molecular cluster, C2H12N2O3 overall. The level of theory is ωB97M-V/def2-TZVPD.

The geometry in ORCA input format:
```
! RIJCOSX wB97M-V def2-TZVPD def2/J DEFGRID3
* xyz 0 1
C -1.1535 -0.0787 -1.4943
C -0.2887 0.9310 -1.6448
N 0.4743 1.1828 -2.7827
N -1.6413 -0.4142 -0.1614
H -1.4103 -0.7593 -2.2998
H -0.1187 1.6091 -0.8052
H -0.0015 0.7247 -3.5612
H 0.5577 2.1446 -3.0892
H -1.4344 0.4307 0.3792
H -2.6578 -0.4498 -0.1048
H -0.1325 1.7053 2.9949
H 0.8890 0.8460 2.0896
O 0.2172 1.5572 2.1301
H 0.3922 -2.7564 0.0417
H -0.6746 -1.7993 0.5825
O 0.0687 -2.3882 0.8681
H 2.6022 -0.6021 1.3670
H 1.1373 -0.9566 1.4581
O 1.8812 -0.5598 1.9955
*
```

For the LUMO energy, the calculation gives 0.85 eV. The structure (SMILES) is N/C=C/N.O.O.O. As for the orbital gap: 9.0 eV. The energy above the lowest of the compared OMol25 structures with the same formula, charge and spin is 15.95 kcal/mol.

Charges per atom according to natural (NBO) partitioning, unit e:
1 C -0.1300
2 C -0.0488
3 N -0.8003
4 N -0.8522
5 H 0.1843
6 H 0.2011
7 H 0.3570
8 H 0.3718
9 H 0.3878
10 H 0.3678
11 H 0.4714
12 H 0.5026
13 O -1.0076
14 H 0.4679
15 H 0.5000
16 O -0.9831
17 H 0.4727
18 H 0.5040
19 O -0.9664

This record from the Open Molecules 2025 dataset describes a 4-piece molecular cluster, C2H12N2O3 overall. The level of theory is ωB97M-V/def2-TZVPD.

The geometry in ORCA input format:
```
! RIJCOSX wB97M-V def2-TZVPD def2/J DEFGRID3
* xyz 0 1
C 1.1857 -0.8520 -1.2667
C 1.5583 -0.6425 -0.0165
N 2.8121 -0.0708 0.3436
N -0.0555 -1.4668 -1.6241
H 1.7756 -0.7437 -2.1542
H 0.9060 -0.9174 0.8076
H 3.0350 0.0037 1.3204
H 3.4137 0.3484 -0.3711
H -0.7769 -1.4857 -0.8920
H 0.1043 -2.4462 -1.7978
H -2.9399 -0.4076 2.3736
H -1.7748 0.2755 2.6548
O -2.0410 -0.6800 2.5896
H -1.2207 2.1181 -1.7497
H -1.8004 0.6678 -1.7090
O -1.5644 1.4204 -1.1498
H -1.5719 1.9361 0.5837
H -0.1197 1.3417 0.7926
O -0.9255 1.6009 1.2650
*
```

For the LUMO energy, the calculation gives 0.65 eV. The structure (SMILES) is N/C=C/N.O.O.O. As for the orbital gap: 8.3 eV. The energy above the lowest of the compared OMol25 structures with the same formula, charge and spin is 34.53 kcal/mol.

Charges per atom according to natural (NBO) partitioning, unit e:
1 C -0.1297
2 C -0.0544
3 N -0.8536
4 N -0.8528
5 H 0.1827
6 H 0.2080
7 H 0.3919
8 H 0.3905
9 H 0.3628
10 H 0.3571
11 H 0.4524
12 H 0.4884
13 O -0.9462
14 H 0.4823
15 H 0.4964
16 O -0.9690
17 H 0.5015
18 H 0.4827
19 O -0.9911

This record from the Open Molecules 2025 dataset describes a 4-piece molecular cluster, C2H12N2O4 overall. The level of theory is ωB97M-V/def2-TZVPD.

The geometry in ORCA input format:
```
! RIJCOSX wB97M-V def2-TZVPD def2/J DEFGRID3
* xyz 0 1
C -1.8871 3.3505 0.4957
N -0.6133 2.9810 -0.0175
C -0.2642 1.6611 0.2354
N 0.8796 1.3113 -0.4596
O -0.7734 0.9348 1.0598
H -2.4856 4.0879 -0.0537
H -2.0587 3.5684 1.5944
H -2.6683 2.5819 0.5192
H -0.2756 3.5640 -0.7578
H 1.2197 1.9996 -1.1118
H 1.1767 0.3732 -0.6926
H -1.4317 -1.0158 1.1251
H -0.4777 -1.1670 2.2491
O -0.8280 -1.6649 1.5054
H 3.9244 -5.3499 -1.3316
H 2.3667 -5.4630 -1.1309
O 3.1475 -5.9095 -1.4509
H 0.1208 -2.1246 -1.3438
H 0.2108 -1.8691 0.2088
O 0.7176 -1.8498 -0.6428
*
```

For the LUMO energy, the calculation gives 0.58 eV. The structure (SMILES) is CNC(N)=O.O.O.O. As for the orbital gap: 10.3 eV. The energy above the lowest of the compared OMol25 structures with the same formula, charge and spin is 26.20 kcal/mol.

Charges per atom according to natural (NBO) partitioning, unit e:
1 C -0.4501
2 N -0.6508
3 C 0.8027
4 N -0.8474
5 O -0.6869
6 H 0.2107
7 H 0.2008
8 H 0.2110
9 H 0.4026
10 H 0.3662
11 H 0.4362
12 H 0.4991
13 H 0.4893
14 O -0.9473
15 H 0.4737
16 H 0.4766
17 O -0.9503
18 H 0.4643
19 H 0.5032
20 O -1.0037